No. 1
{
  "formula": "C36H71F6N11O2P",
  "method": "ωB97M-V/def2-TZVPD",
  "species": ["P", "F", "F", "F", "F", "F", "F", "C", "C", "N", "C", "C", "N", "C", "C", "H", "H", "H", "H", "H", "H", "H", "H", "H", "H", "H", "C", "C", "N", "C", "C", "N", "C", "C", "H", "H", "H", "H", "H", "H", "H", "H", "H", "H", "H", "C", "C", "N", "C", "C", "N", "C", "C", "H", "H", "H", "H", "H", "H", "H", "H", "H", "H", "H", "C", "C", "N", "C", "C", "N", "C", "C", "H", "H", "H", "H", "H", "H", "H", "H", "H", "H", "H", "C", "C", "N", "C", "C", "N", "C", "C", "H", "H", "H", "H", "H", "H", "H", "H", "H", "H", "H", "C", "O", "C", "C", "N", "H", "H", "C", "C", "O", "C", "H", "H", "H", "H", "H", "H", "H", "H", "H", "H", "H", "H", "H", "H"],
  "coordinates": [[-22.38141, -16.60894, -22.62575], [-23.51043, -15.85787, -21.71140], [-23.69739, -16.91813, -23.53987], [-22.10761, -15.21121, -23.48955], [-21.39516, -17.55203, -23.51910], [-21.31904, -16.19279, -21.50370], [-22.71167, -17.90316, -21.66095], [-17.29329, -13.52944, -22.76370], [-17.49551, -12.72899, -21.46622], [-17.74980, -11.34464, -21.78751], [-18.75907, -10.79749, -22.59530], [-18.71414, -9.39952, -22.52059], [-17.62593, -9.11891, -21.73194], [-17.09754, -10.28189, -21.27206], [-17.08826, -7.85128, -21.30341], [-16.84547, -12.97986, -23.59166], [-18.23757, -14.02362, -22.99225], [-16.61260, -14.35689, -22.56349], [-16.60431, -12.63237, -20.84612], [-18.30401, -13.02872, -20.79944], [-19.43069, -11.46196, -23.11856], [-19.39139, -8.63820, -22.87854], [-16.25948, -10.33904, -20.59325], [-16.33033, -7.58337, -22.03952], [-16.67251, -7.97137, -20.30299], [-17.87568, -7.09789, -21.32545], [-27.62626, -14.83083, -33.68765], [-28.36825, -14.32462, -32.49027], [-27.53375, -14.03689, -31.35591], [-27.22207, -12.82534, -30.81406], [-26.39202, -13.07716, -29.77523], [-26.22869, -14.44602, -29.68041], [-26.91461, -15.06641, -30.69174], [-25.32248, -15.00894, -28.71234], [-27.19085, -15.81409, -33.50956], [-26.88684, -14.15660, -34.11983], [-28.28806, -15.00381, -34.53630], [-29.00529, -15.16789, -32.22349], [-28.83135, -13.37291, -32.75083], [-27.71364, -11.97618, -31.26538], [-25.92183, -12.41341, -29.06476], [-26.88267, -16.12595, -30.89855], [-24.44185, -14.36926, -28.77064], [-25.04623, -16.02594, -28.99074], [-25.82649, -15.01702, -27.74590], [-19.66572, -17.49188, -28.51569], [-19.37425, -18.93311, -29.00941], [-18.41080, -18.97117, -30.12637], [-18.58681, -18.43511, -31.35103], [-17.51114, -18.70189, -32.21064], [-16.60826, -19.44337, -31.46469], [-17.17748, -19.56353, -30.19362], [-15.42072, -20.12544, -31.99144], [-18.83849, -16.95262, -28.05419], [-20.54219, -17.22707, -27.92428], [-19.84385, -16.98325, -29.46315], [-20.32759, -19.34577, -29.33949], [-18.96770, -19.47170, -28.15341], [-19.45410, -17.81277, -31.51500], [-17.39308, -18.44445, -33.25284], [-16.77607, -20.20047, -29.41930], [-15.84007, -20.74348, -32.78534], [-14.79018, -20.70190, -31.31453], [-14.66744, -19.45730, -32.40887], [-25.10001, -23.24853, -22.72357], [-23.57813, -23.19162, -22.99436], [-22.87713, -23.80916, -21.84224], [-22.58132, -23.18702, -20.67073], [-21.90387, -24.13016, -19.79732], [-21.65234, -25.28538, -20.57598], [-22.21779, -25.07254, -21.83572], [-20.98798, -26.47320, -20.11510], [-25.43970, -22.70603, -21.84130], [-25.56204, -24.23034, -22.62020], [-25.58269, -22.79902, -23.59136], [-23.26527, -22.15430, -23.11350], [-23.30788, -23.76499, -23.88110], [-22.83055, -22.15074, -20.49630], [-21.51108, -23.98263, -18.80216], [-22.14564, -25.72738, -22.69151], [-20.09968, -26.57177, -20.73904], [-21.55252, -27.38024, -20.33117], [-20.62971, -26.39408, -19.08871], [-23.98865, -16.81462, -16.39059], [-24.08577, -15.47496, -15.58948], [-25.17367, -14.64617, -15.99375], [-25.26255, -14.07365, -17.29942], [-26.19874, -13.08547, -17.36054], [-26.93760, -13.19613, -16.13904], [-26.27161, -14.12037, -15.31751], [-28.09391, -12.46665, -15.81726], [-23.88218, -16.59071, -17.45202], [-24.93301, -17.34659, -16.27525], [-23.09509, -17.35120, -16.07164], [-23.14171, -14.96756, -15.78797], [-24.15058, -15.63618, -14.51342], [-24.45048, -14.35924, -17.95165], [-26.53404, -12.56335, -18.24449], [-26.55584, -14.45577, -14.33104], [-28.51454, -12.63826, -14.82644], [-28.89526, -12.51085, -16.55483], [-27.83809, -11.40744, -15.79008], [-27.80656, -18.79500, -18.85115], [-28.46522, -18.64445, -17.57893], [-29.53368, -17.66057, -17.56516], [-30.15802, -17.57526, -16.19605], [-30.80105, -18.92073, -15.81466], [-31.59713, -19.03289, -16.42602], [-30.14870, -19.63696, -16.10024], [-31.43448, -18.88826, -14.38799], [-32.01509, -20.29014, -14.02427], [-31.13099, -21.37922, -14.35003], [-30.48456, -22.03443, -13.28957], [-27.08353, -19.58066, -18.63192], [-27.26842, -17.84985, -18.92338], [-28.42245, -19.01031, -19.72431], [-30.20848, -17.71941, -18.41914], [-29.07637, -16.67545, -17.65727], [-30.88097, -16.75951, -16.19672], [-29.45282, -17.20677, -15.45106], [-32.20847, -18.12476, -14.46614], [-30.69101, -18.54395, -13.66910], [-32.97091, -20.41997, -14.53189], [-32.23589, -20.26844, -12.95709], [-29.86006, -21.23949, -12.88192], [-29.92379, -22.91807, -13.59423], [-31.02849, -22.21294, -12.36201]],
  "forces_ev_per_a": [[-2.667, 0.134, 1.342], [0.043, 1.492, 0.647], [1.095, -0.851, -1.257], [0.366, -1.586, 0.534], [-0.437, 1.344, 0.401], [1.357, 0.284, -0.848], [0.208, -0.818, -0.755], [-0.152, -1.050, 1.081], [0.763, 0.362, -0.181], [-0.902, 3.996, -0.647], [-0.004, 0.621, 0.381], [0.484, -2.302, 0.178], [-0.002, -2.296, 1.121], [-0.524, 0.046, -0.781], [0.123, 0.696, -0.492], [-0.360, 0.251, 0.174], [0.007, 0.280, -0.571], [0.062, 0.008, 0.116], [0.160, -0.619, -0.079], [-0.011, -0.542, -0.354], [-0.041, 0.229, 0.041], [0.241, -0.138, -0.203], [-0.038, 0.014, -0.091], [0.146, 0.299, 0.325], [-0.024, 0.250, -0.183], [0.106, -0.074, 0.187], [0.734, -0.351, -1.290], [-0.432, 0.119, -1.115], [1.224, -2.859, 0.871], [-0.514, -0.629, -0.469], [-0.065, -0.142, 0.378], [-0.861, -0.002, -1.905], [0.568, 3.419, 1.279], [0.182, -0.382, 0.046], [0.292, 0.074, 0.133], [0.238, 0.087, 0.453], [-0.469, 0.062, 0.261], [-0.753, 0.748, 0.261], [-0.710, -0.404, 0.166], [0.419, 0.297, 0.402], [-0.082, -0.077, -0.129], [-0.286, 0.204, -0.116], [0.066, -0.276, 0.597], [-0.085, 0.099, 0.016], [0.429, 0.069, 0.097], [0.464, 0.880, -1.672], [-0.325, 0.808, 1.678], [2.901, -0.893, -0.693], [0.074, 1.004, -2.141], [-1.298, -0.065, 1.879], [-2.136, 0.613, 3.037], [0.226, -0.501, -1.123], [0.376, -0.182, -0.857], [0.284, -0.479, -0.004], [-0.107, -1.103, 0.144], [-0.079, 0.620, 0.039], [0.330, -0.377, -0.090], [0.026, -0.527, -0.463], [0.088, -0.171, -0.374], [0.159, -0.025, 0.180], [0.128, 0.199, -0.037], [0.558, -0.253, 0.026], [-0.958, -0.158, 0.588], [-0.586, 0.563, -0.188], [-0.215, 0.220, -0.628], [-1.099, -0.751, 0.818], [3.190, -2.705, 0.182], [1.120, -2.389, 2.373], [-0.961, 1.184, -3.461], [-2.780, 3.343, -1.531], [-0.657, 2.112, 2.331], [1.342, -0.945, -0.897], [0.452, 0.286, -0.003], [0.604, -0.310, -0.136], [-0.099, 0.135, 0.046], [0.218, -0.151, 0.139], [-0.046, 0.101, 0.060], [-0.144, -0.176, 0.107], [-0.085, -0.192, -0.142], [-0.164, -0.076, 0.214], [0.239, -0.060, 0.130], [-0.334, 0.230, 0.488], [-0.523, 0.089, -0.082], [-0.676, 1.232, 0.257], [1.343, -1.704, 0.165], [-4.442, 3.348, -1.640], [1.600, 0.145, 1.434], [-0.787, -2.344, 1.355], [3.766, -3.048, 0.319], [0.980, 0.500, -2.623], [-1.613, 2.311, 0.614], [0.111, -0.015, -0.034], [0.294, -0.458, 0.154], [-0.345, -0.171, 0.106], [-0.183, 0.451, 0.199], [-0.064, -0.085, -0.080], [-0.317, 0.271, -0.423], [-0.063, 0.305, 0.377], [-0.132, 0.410, 0.011], [0.300, -0.590, -0.089], [0.179, -0.586, -0.114], [0.138, 0.124, -0.008], [0.768, 0.688, 1.470], [-2.327, 0.040, 0.136], [1.962, 0.210, 0.002], [-0.435, -0.430, -0.259], [-0.555, 2.458, 0.814], [-0.321, -0.166, -0.455], [0.463, -0.794, 0.747], [0.712, -1.254, -0.576], [0.704, -0.194, 0.084], [-1.702, 0.709, -1.204], [1.016, 1.623, 1.725], [-0.081, -0.038, -0.506], [0.231, -0.047, -0.937], [-0.254, 0.001, 0.273], [-0.309, -0.571, 0.139], [0.201, 0.342, -0.331], [-0.610, -0.448, -0.140], [0.272, -0.947, 0.154], [-0.084, -0.162, 0.073], [0.216, -0.156, -0.285], [0.097, -0.230, -0.206], [-0.011, 0.000, 0.100], [1.281, -0.368, 0.063], [-0.262, 0.320, -0.281], [-1.142, -0.671, -0.539]],
  "charge": 5,
  "e_tot_ev": -84523.1502,
  "spin_multiplicity": 1,
  "e_homo_ev": -17.35,
  "e_above_lowest_ev": 0.000,
  "gap_ev": 9.311
}

---

No. 2
{
  "formula": "C35H37MnNO2P2",
  "method": "ωB97M-V/def2-TZVPD",
  "species": ["Mn", "C", "C", "C", "C", "C", "C", "C", "C", "C", "H", "H", "H", "H", "H", "H", "H", "H", "H", "H", "H", "H", "H", "H", "H", "P", "P", "C", "C", "C", "C", "C", "C", "C", "C", "C", "C", "C", "C", "C", "C", "C", "C", "C", "C", "C", "C", "C", "C", "C", "C", "C", "C", "H", "H", "H", "H", "H", "H", "H", "H", "H", "H", "H", "H", "H", "H", "H", "H", "H", "H", "H", "H", "H", "H", "O", "N", "O"],
  "coordinates": [[-3.76181, 0.86677, -2.70069], [-4.27162, 3.53050, -3.03030], [-4.30135, 3.71047, -1.66220], [-5.54397, 3.83623, -0.83642], [-6.56870, 2.77480, -1.16365], [-6.04029, 1.46308, -1.64244], [-5.73904, 1.12574, -2.95235], [-5.91619, 2.01149, -4.13762], [-5.45107, 3.46645, -3.93283], [-0.70811, -0.79941, 0.00179], [-3.36193, 3.79735, -3.56181], [-3.37625, 4.10497, -1.22253], [-5.96212, 4.81986, -1.07062], [-5.28806, 3.93651, 0.23282], [-7.14529, 2.53869, -0.26347], [-7.29419, 3.14738, -1.89646], [-6.05835, 0.65943, -0.90782], [-5.88964, 0.08325, -3.21356], [-6.97090, 1.94168, -4.47192], [-5.35143, 1.54377, -4.95783], [-5.26452, 3.88804, -4.94753], [-6.22642, 4.02640, -3.37507], [-0.06852, -0.29757, -0.76906], [-0.36377, -1.88271, 0.00263], [-0.42652, -0.32630, 0.96459], [-1.18588, 2.39009, -0.02654], [-2.46247, -1.05690, -0.17233], [-2.87476, 1.68289, 0.20398], [-3.39275, 0.42836, -0.15884], [-1.02178, 3.60355, 1.25220], [-2.03715, 4.38193, 1.82525], [-1.69543, 5.18379, 2.92257], [-0.39886, 5.18351, 3.45280], [0.56656, 4.34686, 2.86142], [0.27986, 3.53516, 1.78131], [-1.10165, 3.37969, -1.64834], [-1.22841, 2.69162, -2.87998], [-0.59115, 3.12571, -4.07203], [0.03140, 4.39013, -4.00129], [0.04333, 5.18403, -2.83608], [-0.55162, 4.67182, -1.68620], [-3.07947, -2.30681, 1.02047], [-2.88416, -1.98929, 2.37132], [-3.24677, -2.83716, 3.40500], [-3.85832, -4.04336, 3.01338], [-4.13057, -4.40931, 1.68279], [-3.74162, -3.50675, 0.69804], [-2.65137, -1.68163, -1.90397], [-1.68472, -2.49710, -2.53741], [-1.84002, -2.93847, -3.86291], [-3.00334, -2.58092, -4.58670], [-3.99324, -1.79454, -4.02636], [-3.78582, -1.25992, -2.69266], [-3.61746, 2.30519, 0.71964], [-4.43941, 0.18997, 0.07729], [-3.04649, 4.34597, 1.40827], [-2.46522, 5.85834, 3.29402], [-0.15015, 5.86893, 4.27905], [1.57789, 4.35233, 3.23799], [1.02713, 2.87021, 1.31426], [-2.25794, 2.23509, -3.13065], [-0.48584, 2.42964, -4.95386], [0.61824, 4.73373, -4.84178], [0.50268, 6.18223, -2.77420], [-0.50640, 5.13776, -0.70764], [-2.47705, -1.00870, 2.60530], [-3.06982, -2.52441, 4.45363], [-4.18965, -4.71593, 3.78467], [-4.67973, -5.33327, 1.40518], [-3.96844, -3.68943, -0.34695], [-0.79713, -2.78590, -1.95032], [-1.07899, -3.62074, -4.28176], [-3.14181, -2.98508, -5.59234], [-4.95718, -1.60385, -4.52087], [-4.66959, -0.89578, -2.09206], [2.58155, 1.29260, 0.89145], [2.53084, 0.83485, -0.26684], [1.59527, 1.08217, -1.04346]],
  "forces_ev_per_a": [[0.746, 1.804, 2.079], [0.732, 1.274, 1.301], [0.595, 1.162, -2.141], [0.776, 0.588, 0.065], [-0.845, -0.618, 0.369], [0.461, -0.767, -0.040], [-1.299, -0.180, -0.350], [-0.770, -0.026, -0.729], [-1.179, -0.492, 0.174], [1.422, -1.658, 0.367], [0.257, -0.202, 0.418], [-0.283, -0.666, -0.077], [-0.083, 0.112, -0.108], [-0.093, -0.530, -0.368], [-0.062, 0.221, -0.074], [0.128, 0.012, 0.139], [-0.172, 0.080, -0.256], [-0.230, -0.249, -0.096], [0.292, 0.358, 0.001], [0.043, 0.261, -0.080], [-0.052, 0.090, 0.990], [0.004, -0.082, -0.971], [-0.989, 0.045, 0.271], [0.061, 1.077, 0.343], [-0.315, -0.362, -0.458], [-1.252, -1.351, -1.599], [-0.513, 1.353, -0.991], [0.271, 2.328, 0.675], [-0.068, -1.898, -0.616], [-0.185, -0.143, 0.595], [1.129, 0.008, 0.216], [-0.402, 0.150, -0.340], [-0.113, -0.180, -0.608], [0.124, 0.661, 0.713], [-0.617, 0.575, -0.139], [-0.212, -0.301, -0.346], [-1.384, 0.751, -1.325], [0.313, 0.352, 1.083], [0.826, -0.253, 0.033], [-0.707, -0.421, -0.151], [0.513, -1.237, 0.645], [-0.014, -0.548, 0.136], [0.281, 0.755, -0.099], [-0.303, -0.396, -0.790], [-0.238, -0.307, 0.385], [0.081, 0.743, 0.334], [0.305, 0.493, -0.532], [-0.348, -0.420, -1.442], [-0.039, 0.194, 0.340], [-0.443, 0.240, 0.461], [0.660, -0.516, -0.182], [0.127, 0.854, 1.792], [-0.274, -2.830, 0.539], [0.293, -0.029, -0.144], [0.487, 0.298, 0.157], [0.285, 0.198, 0.213], [0.225, -0.134, 0.266], [-0.068, -0.541, -0.460], [0.116, -0.012, 0.196], [-0.215, 0.255, 0.337], [1.862, -0.851, 0.751], [-0.532, 1.202, 0.882], [-0.088, 0.054, -0.183], [-0.201, -0.610, -0.402], [0.226, 0.517, -0.246], [0.161, -0.098, 0.052], [-0.266, -0.536, -0.831], [-0.010, -0.226, 0.252], [0.549, 0.755, 0.440], [0.090, -0.220, -0.004], [-0.486, 0.041, -0.524], [-0.564, 0.604, 0.100], [0.046, 0.153, 0.310], [0.634, -0.050, 0.091], [0.867, -0.552, -0.702], [-1.314, 0.592, -0.520], [2.076, -1.495, -0.237], [-0.840, 0.776, 0.649]],
  "charge": 0,
  "e_tot_ev": -92366.0100,
  "spin_multiplicity": 6,
  "e_homo_ev": [-5.32, -5.34],
  "s_squared": 9.07,
  "gap_ev": [4.352, 4.271]
}

---

No. 3
{
  "formula": "C5H9O2S",
  "method": "ωB97M-V/def2-TZVPD",
  "species": ["O", "C", "O", "C", "C", "C", "S", "C", "H", "H", "H", "H", "H", "H", "H", "H", "H"],
  "coordinates": [[-2.27901, -1.92702, -1.93920], [-2.98801, -0.90504, -2.01999], [-4.22655, -0.63527, -2.39819], [-1.08061, -0.15697, 0.84385], [-1.35522, 1.20149, 1.06790], [-0.04126, -0.91531, 1.50263], [4.30042, 1.24587, 0.87132], [2.65723, 0.62983, 0.87331], [-1.60333, -0.50391, -0.04949], [-2.50714, 0.09591, -1.70501], [-2.33208, 1.58328, 0.71941], [-0.97204, 1.62439, 1.97895], [0.22624, -0.57986, 2.53024], [0.14172, -1.93604, 1.11570], [2.80493, -0.33343, 1.38754], [2.43311, 0.43888, -0.23407], [1.89352, 1.05115, 1.40846]],
  "forces_ev_per_a": [[-0.907, 0.541, -0.049], [-2.819, 1.790, -0.762], [3.549, -1.672, 0.976], [1.421, 1.251, -0.638], [-1.193, -2.553, 1.554], [-2.162, 0.719, -0.183], [0.637, 0.654, 0.611], [1.413, -1.722, -3.345], [0.407, -0.833, 0.219], [0.137, -0.521, -0.074], [1.048, 0.123, -0.452], [0.543, 0.694, -0.022], [0.338, -0.456, -1.063], [0.132, 0.778, 0.562], [-0.366, -0.798, -0.162], [-0.491, 0.067, 1.809], [-1.688, 1.937, 1.019]],
  "charge": -1,
  "e_tot_ev": -20256.3629,
  "spin_multiplicity": 1,
  "e_homo_ev": -4.22,
  "e_above_lowest_ev": 6.413,
  "gap_ev": 3.208
}